Entry from the Open Molecules 2025 dataset: a molecular structure, C3H3Br at a distorted geometry (the ωB97M-V functional and the def2-TZVPD basis).

Geometry (Å):
C  -0.824  -0.131  0.583
C  0.129  -0.929  0.142
C  -0.058  0.296  -0.555
Br  1.779  1.885  -0.178
H  -1.473  0.193  1.380
H  0.707  -1.873  0.223
H  -0.261  0.559  -1.595

Forces on the atoms, in the same order (eV/Å):
C 0.990 0.617 -0.098
C 0.257 -0.764 -0.068
C 0.812 0.389 0.096
Br -1.440 -1.174 -0.238
H -0.187 -0.219 -0.210
H -0.591 1.045 -0.042
H 0.158 0.106 0.561

Calculated values
maximum force = 1.9 eV/Å
HOMO-LUMO gap (spin up / spin down) = 0.3441 / 0.3440 hartree

=====

Entry from the Open Molecules 2025 dataset: 6 unconnected molecules or ions with the total composition C53H114ClN5O5 at a distorted geometry (the ωB97M-V functional and the def2-TZVPD basis).

Geometry (Å):
Cl  0.385  0.397  0.168
O  1.188  -0.012  -1.004
O  0.973  -0.133  1.399
O  0.345  1.833  0.400
O  -0.987  -0.063  0.076
C  2.119  -2.770  5.957
C  2.540  -2.587  4.521
C  1.473  -2.721  3.464
C  1.088  -4.184  3.236
N  0.094  -4.427  2.196
C  -1.266  -3.763  2.565
C  -2.349  -4.682  1.956
C  -1.593  -5.966  1.466
C  -0.163  -5.910  2.063
C  0.512  -3.807  0.892
C  1.852  -4.242  0.379
C  1.924  -3.939  -1.123
H  1.788  -3.796  6.179
H  1.199  -2.136  6.150
H  2.823  -2.476  6.754
H  3.404  -3.194  4.272
H  2.940  -1.551  4.399
H  1.914  -2.298  2.559
H  0.600  -2.096  3.730
H  0.640  -4.681  4.091
H  1.986  -4.751  3.046
H  -1.249  -2.795  2.120
H  -1.237  -3.728  3.632
H  -2.758  -4.257  1.071
H  -3.108  -4.986  2.670
H  -1.489  -5.957  0.410
H  -2.027  -6.939  1.721
H  0.677  -6.276  1.513
H  -0.178  -6.285  3.078
H  0.406  -2.736  1.003
H  -0.337  -4.125  0.252
H  2.004  -5.326  0.496
H  2.719  -3.741  0.820
H  2.928  -4.099  -1.529
H  1.781  -2.900  -1.372
H  1.245  -4.568  -1.763
C  -4.106  -1.098  3.923
C  -2.787  -0.464  3.511
C  -2.510  0.994  4.099
C  -1.184  1.500  3.616
N  -0.684  2.780  4.279
C  0.686  3.072  3.708
C  1.741  2.267  4.523
C  0.975  1.700  5.727
C  -0.327  2.490  5.719
C  -1.588  3.948  4.157
C  -2.041  4.322  2.744
C  -2.883  5.589  2.782
H  -4.169  -2.139  3.555
H  -4.960  -0.570  3.510
H  -4.223  -1.110  5.014
H  -2.558  -0.455  2.425
H  -2.125  -1.171  3.999
H  -2.570  0.980  5.183
H  -3.367  1.646  3.810
H  -1.221  1.725  2.538
H  -0.424  0.724  3.782
H  0.836  4.170  3.693
H  0.681  2.691  2.669
H  2.443  3.016  4.833
H  2.214  1.491  3.918
H  1.514  1.901  6.635
H  0.802  0.623  5.584
H  -0.124  3.388  6.273
H  -1.232  2.092  6.194
H  -1.084  4.745  4.708
H  -2.503  3.760  4.725
H  -2.496  3.428  2.301
H  -1.184  4.648  2.136
H  -2.202  6.405  3.065
H  -3.722  5.614  3.491
H  -3.194  5.777  1.736
C  2.811  6.417  -4.849
C  1.854  5.749  -3.886
C  1.375  4.402  -4.356
C  0.358  3.792  -3.365
N  -0.526  2.693  -3.911
C  -1.261  3.144  -5.152
C  -2.397  2.110  -5.208
C  -2.823  1.822  -3.758
C  -1.688  2.405  -2.945
C  0.418  1.476  -4.094
C  1.047  1.279  -5.495
C  1.810  -0.053  -5.458
H  3.360  7.245  -4.403
H  2.262  6.782  -5.732
H  3.601  5.712  -5.182
H  1.049  6.468  -3.692
H  2.430  5.610  -2.948
H  2.294  3.773  -4.455
H  1.034  4.571  -5.361
H  -0.333  4.522  -2.970
H  0.907  3.360  -2.548
H  -0.600  3.181  -5.997
H  -1.665  4.143  -4.991
H  -2.046  1.153  -5.613
H  -3.221  2.383  -5.882
H  -2.812  0.753  -3.541
H  -3.780  2.265  -3.524
H  -1.313  1.787  -2.136
H  -1.983  3.366  -2.591
H  -0.119  0.545  -3.842
H  1.203  1.635  -3.365
H  1.750  2.073  -5.733
H  0.315  1.203  -6.298
H  2.381  -0.186  -6.386
H  1.126  -0.911  -5.462
H  2.505  -0.112  -4.610
C  7.134  -3.913  -1.516
C  6.136  -2.941  -0.981
C  6.490  -1.464  -1.122
C  5.354  -0.615  -0.602
N  5.608  0.881  -0.478
C  6.661  1.163  0.533
C  5.935  0.821  1.877
C  4.445  1.179  1.634
C  4.392  1.497  0.150
C  5.967  1.396  -1.812
C  4.908  1.387  -2.875
C  5.168  2.258  -4.117
H  8.101  -3.798  -1.021
H  7.248  -3.681  -2.576
H  6.793  -4.953  -1.353
H  5.973  -3.178  0.078
H  5.153  -3.128  -1.484
H  6.706  -1.216  -2.169
H  7.389  -1.200  -0.560
H  5.126  -0.982  0.399
H  4.480  -0.725  -1.229
H  6.845  2.230  0.514
H  7.613  0.663  0.356
H  6.489  1.286  2.676
H  6.119  -0.222  2.098
H  4.024  1.973  2.279
H  3.798  0.332  1.870
H  4.489  2.600  -0.074
H  3.517  1.048  -0.325
H  6.818  0.802  -2.081
H  6.327  2.441  -1.627
H  3.999  1.706  -2.373
H  4.829  0.328  -3.204
H  5.254  3.305  -3.854
H  4.336  2.138  -4.822
H  6.126  2.050  -4.590
C  -6.624  -3.612  -2.345
C  -7.499  -2.464  -1.817
C  -7.692  -2.536  -0.305
C  -6.462  -2.293  0.567
C  -6.046  -0.832  0.309
C  -5.661  -0.514  -1.036
N  -6.822  -1.206  -2.150
O  -6.693  -0.719  -3.133
C  -4.289  -0.948  -1.531
C  -5.911  0.978  -1.338
C  -8.830  -2.341  -2.515
H  -5.661  -3.618  -1.811
H  -6.369  -3.607  -3.410
H  -7.226  -4.499  -2.078
H  -8.158  -3.495  -0.031
H  -8.476  -1.805  -0.108
H  -5.719  -3.075  0.401
H  -6.822  -2.411  1.591
H  -5.199  -0.557  0.941
H  -6.913  -0.234  0.617
H  -3.503  -0.631  -0.847
H  -4.022  -0.455  -2.468
H  -4.197  -2.045  -1.665
H  -5.755  1.248  -2.394
H  -5.279  1.548  -0.680
H  -6.935  1.294  -1.096
H  -9.462  -1.596  -2.039
H  -9.348  -3.282  -2.408
H  -8.725  -2.122  -3.584

Forces on the atoms, in the same order (eV/Å):
Cl 0.400 0.255 1.645
O -1.126 0.820 1.269
O 0.129 -0.734 -0.785
O 0.288 0.008 -1.406
O 0.301 -0.355 -0.703
C -1.766 0.242 0.980
C 1.163 1.466 0.294
C -0.444 -0.230 -0.136
C 0.263 0.326 1.166
N -0.596 1.009 -0.322
C 0.657 -1.838 -0.744
C 1.377 -1.340 0.424
C 1.056 -0.461 0.772
C -1.481 1.474 0.396
C -1.273 -0.710 -0.172
C 0.478 -0.348 -1.223
C 0.194 -0.749 -1.154
H 0.252 0.198 -0.074
H 0.828 -0.536 -0.186
H 0.064 -0.180 -0.723
H 0.106 -0.423 -0.042
H -0.249 -0.494 0.203
H -0.339 -0.105 -0.130
H 0.233 -0.257 -0.142
H 0.175 0.369 0.612
H 0.291 -0.250 -0.474
H -0.087 0.799 0.019
H -0.444 0.150 0.697
H -0.722 0.618 -0.371
H -0.139 0.375 0.025
H -0.158 0.007 -1.074
H -0.232 0.436 0.093
H 0.054 -0.788 -0.386
H 0.197 -0.285 0.153
H 0.309 0.276 0.023
H 0.826 0.239 -0.298
H 0.008 0.356 0.074
H -0.396 0.011 0.439
H -0.008 -0.437 0.299
H -0.606 0.552 0.217
H 0.440 0.602 0.791
C -0.620 0.104 -0.455
C 0.602 0.763 0.775
C -1.688 -0.840 -0.452
C 0.127 0.306 -0.514
N 1.284 -0.763 0.432
C 0.292 -0.458 -1.596
C -1.095 0.679 -0.332
C -0.546 -0.516 -0.811
C -0.820 -0.364 0.630
C -0.838 0.390 0.234
C 1.054 0.069 0.490
C 0.034 0.286 -0.462
H 0.086 0.409 0.219
H -0.286 0.123 -0.004
H 0.101 -0.021 -0.283
H -0.365 -0.108 0.506
H 1.085 0.207 -0.172
H 0.099 -0.332 0.195
H 0.637 -0.252 -0.105
H 0.163 -0.214 0.397
H -0.025 0.400 -0.142
H -0.040 -0.689 0.232
H -0.052 0.565 0.360
H 0.799 -0.017 0.278
H -0.037 0.223 0.107
H 0.060 -0.284 0.462
H 0.146 0.299 0.355
H -0.098 0.963 -0.298
H 0.510 -0.364 -0.001
H -0.003 0.175 -0.372
H 0.132 -0.346 0.164
H -0.207 0.445 -0.160
H 0.039 -0.704 -0.010
H -0.322 -0.051 -0.072
H 0.088 -0.258 -0.407
H -0.244 0.156 0.756
C 0.488 -0.371 -0.946
C 0.910 0.785 1.339
C 0.544 -0.417 0.230
C -0.011 0.250 -0.826
N 0.576 0.100 0.060
C -0.791 -1.006 0.522
C -0.234 -0.640 -0.989
C 0.892 -0.404 -0.338
C 0.892 0.210 -0.208
C -0.739 -0.319 -1.085
C 0.083 -0.415 0.636
C 0.091 -0.194 -0.526
H -0.303 0.121 0.075
H 0.388 -0.085 0.195
H -0.464 0.248 0.000
H -0.108 -0.397 0.143
H -0.540 0.110 -0.074
H -0.776 0.152 0.144
H -0.694 -0.317 -0.492
H 0.015 0.519 -0.033
H 0.043 -0.072 0.588
H 0.159 -0.163 -0.330
H 0.151 0.081 0.279
H 0.287 0.293 -0.155
H 0.270 0.243 0.369
H -0.493 0.041 -0.391
H -0.122 0.056 0.273
H 0.017 -0.007 0.161
H 0.000 0.708 0.557
H 0.000 0.548 0.058
H 0.018 -0.257 0.146
H -0.132 0.167 -0.033
H -0.154 0.195 0.118
H 0.044 0.212 0.260
H 0.065 0.188 0.391
H -0.196 -0.070 -0.151
C 0.420 -0.304 -0.307
C -1.426 0.020 0.594
C 0.437 0.458 -0.365
C -0.058 -0.294 0.493
N -0.433 -1.343 0.135
C -0.435 0.094 1.380
C 1.114 -0.059 -0.703
C 0.286 -0.261 0.778
C -0.376 1.210 -0.692
C 1.305 2.237 0.080
C -0.212 -0.992 -0.311
C 0.173 -0.010 0.571
H -0.013 -0.040 -0.111
H 0.285 -0.523 -0.098
H 0.218 0.564 -0.323
H -0.109 0.231 0.024
H 0.590 0.241 0.306
H -0.047 -0.251 0.080
H 0.137 -0.379 -0.018
H -0.272 0.180 -0.095
H -0.297 0.047 -0.046
H 0.038 0.260 -0.223
H -0.320 -0.173 -0.101
H -0.296 0.736 0.351
H -0.438 -0.444 -0.061
H 0.614 -0.024 -0.548
H 0.119 -0.128 -0.202
H -0.372 -1.127 0.278
H -0.026 0.431 -0.046
H 0.569 0.013 -0.406
H -0.237 -0.725 -0.232
H -0.481 -0.112 -0.332
H -0.471 0.550 0.081
H -0.273 0.343 0.190
H 0.380 -0.014 0.042
H -0.130 -0.428 -0.197
C 0.331 -0.174 0.413
C -0.840 -0.270 -0.597
C -0.421 -0.377 0.156
C -0.845 0.267 -0.356
C -0.317 -1.322 2.663
C -0.985 1.566 -2.806
N 3.862 -1.738 8.219
O -0.840 2.334 -7.539
C 0.012 -0.829 -0.426
C -0.511 -0.229 -0.305
C -0.589 -0.473 -0.595
H -0.437 -0.289 -0.010
H -0.531 0.185 0.084
H 0.582 0.156 -0.301
H 0.201 0.145 -0.465
H 0.084 0.189 0.479
H 0.264 0.290 -0.078
H 0.325 0.153 0.044
H -0.030 0.110 0.208
H 0.279 0.069 -0.016
H -0.179 0.009 0.404
H -0.376 -0.233 -0.061
H -0.009 0.610 0.138
H 0.307 -0.116 0.530
H 0.520 0.335 0.108
H 0.160 -0.316 0.051
H 0.022 0.230 -0.032
H -0.207 -0.317 -0.093
H -0.041 -0.089 0.261

Calculated values
maximum force = 9.2 eV/Å
HOMO-LUMO gap = 0.3112 hartree
total charge = +4

=====

Entry from the Open Molecules 2025 dataset: 2 unconnected molecules or ions with the total composition C3H9NO at a distorted geometry (the ωB97M-V functional and the def2-TZVPD basis).

Geometry (Å):
C  1.925  -0.434  0.006
N  1.193  0.765  -0.532
H  1.326  -1.333  -0.079
H  1.938  -0.298  1.092
H  2.950  -0.369  -0.328
H  1.638  1.609  -0.183
H  1.396  0.805  -1.526
C  -2.076  -0.352  -0.587
C  -1.992  -0.018  0.764
O  -0.940  -0.052  1.481
H  -2.798  0.138  -1.228
H  -1.496  -1.158  -1.024
H  -2.878  0.429  1.220
H  -0.185  0.267  0.923

Forces on the atoms, in the same order (eV/Å):
C -0.526 1.807 1.231
N -0.165 -0.686 0.344
H 0.460 -0.330 -0.913
H 0.341 0.045 0.054
H 0.178 -1.043 -0.220
H -0.049 -0.088 0.190
H -0.499 -0.022 -0.138
C 0.175 -0.296 -0.608
C -0.716 0.966 -0.267
O -0.031 0.631 0.242
H -0.192 -0.053 0.160
H 0.263 0.194 0.084
H -0.081 -0.532 0.403
H 0.841 -0.592 -0.562

Calculated values
maximum force = 2.2 eV/Å
multiplicity = 2
⟨S²⟩ = 0.755
HOMO-LUMO gap (spin up / spin down) = 0.3505 / 0.2365 hartree
total charge = +1

=====

Entry from the Open Molecules 2025 dataset: C4H9N3O in the gas phase at a distorted geometry (the ωB97M-V functional and the def2-TZVPD basis).

Geometry (Å):
H  0.819  -2.929  -0.628
N  0.166  -2.166  -0.772
C  0.139  -1.276  0.083
N  0.743  -0.731  1.374
C  -0.030  0.099  0.509
C  0.856  1.174  -0.326
N  2.197  0.761  -0.574
O  -1.288  0.529  0.917
C  -2.310  0.416  -0.059
H  0.409  -0.940  2.302
H  0.856  2.050  0.326
H  0.347  1.412  -1.266
H  2.235  0.028  -1.274
H  2.623  0.406  0.286
H  -2.345  -0.593  -0.486
H  -2.170  1.138  -0.873
H  -3.248  0.622  0.459

Forces on the atoms, in the same order (eV/Å):
H -0.317 -0.314 0.601
N 0.158 -0.117 -0.848
C 1.208 1.260 2.691
N 0.578 -1.289 -1.395
C -0.579 1.158 -2.623
C -1.399 -0.612 1.422
N 0.604 -0.272 0.014
O 0.344 0.137 0.461
C -0.020 -0.030 -0.172
H -0.483 -0.297 -0.008
H -0.018 0.205 -0.164
H 0.007 -0.041 0.247
H 0.040 0.047 0.125
H -0.190 0.097 -0.412
H 0.028 0.095 0.074
H -0.045 -0.055 0.099
H 0.084 0.026 -0.112

Calculated values
maximum force = 3.2 eV/Å
HOMO-LUMO gap = 0.3543 hartree
structure (SMILES) = [H]/N=C1\N[C@]1(CN)OC

=====

Entry from the Open Molecules 2025 dataset: 2 unconnected molecules or ions with the total composition C3H7O3 at a distorted geometry (the ωB97M-V functional and the def2-TZVPD basis).

Geometry (Å):
O  3.749  -1.044  -2.272
H  4.373  -1.750  -2.557
H  2.897  -1.513  -2.123
O  -0.495  0.363  -1.680
O  0.294  -0.782  0.036
C  -0.501  0.046  -0.508
C  -1.189  0.493  1.812
C  -1.540  0.692  0.367
H  -1.998  1.068  2.294
H  -0.222  0.936  2.102
H  -1.226  -0.545  2.182
H  -1.599  1.777  0.155
H  -2.544  0.259  0.192

Forces on the atoms, in the same order (eV/Å):
O 0.090 -1.295 -0.294
H -0.761 0.740 0.334
H 0.618 0.657 0.027
O -0.218 0.897 -2.776
O -0.440 0.242 0.192
C 1.215 -1.576 0.968
C -0.824 0.663 1.356
C -0.112 -0.007 0.436
H 0.301 -0.162 0.797
H -0.350 -0.242 -0.265
H 0.083 0.415 -0.448
H -0.015 -0.493 -0.109
H 0.412 0.162 -0.218

Calculated values
maximum force = 2.9 eV/Å
HOMO-LUMO gap = 0.2689 hartree
total charge = -1